{
  "formula": "C27H80N10O11",
  "method": "ωB97M-V with the def2-TZVPD basis set",
  "homo_energy_ha": -0.3177,
  "orbital_gap_ev": 8.837,
  "e_tot_ha": -2451.88690,
  "elements": ["O", "O", "O", "O", "O", "O", "O", "O", "O", "O", "O", "N", "N", "N", "N", "N", "N", "N", "N", "N", "N", "C", "C", "C", "C", "C", "C", "C", "C", "C", "C", "C", "C", "C", "C", "C", "C", "C", "C", "C", "C", "C", "C", "C", "C", "C", "C", "C", "H", "H", "H", "H", "H", "H", "H", "H", "H", "H", "H", "H", "H", "H", "H", "H", "H", "H", "H", "H", "H", "H", "H", "H", "H", "H", "H", "H", "H", "H", "H", "H", "H", "H", "H", "H", "H", "H", "H", "H", "H", "H", "H", "H", "H", "H", "H", "H", "H", "H", "H", "H", "H", "H", "H", "H", "H", "H", "H", "H", "H", "H", "H", "H", "H", "H", "H", "H", "H", "H", "H", "H", "H", "H", "H", "H", "H", "H", "H", "H"],
  "coordinates": [[13.2808, 10.5239, 17.2981], [17.7604, 10.1124, 11.9713], [9.8408, 12.1642, 14.2601], [14.6401, 13.9613, 15.8075], [11.6974, 6.3613, 19.1890], [14.4203, 9.1853, 13.7108], [12.5080, 8.4527, 11.8959], [17.5920, 11.7851, 21.3301], [14.9829, 11.1836, 11.9909], [13.7122, 14.5901, 20.3107], [8.9601, 8.6881, 17.1006], [11.3521, 10.1140, 16.1569], [12.5913, 11.9955, 15.7302], [16.0908, 11.2968, 18.0603], [9.7319, 12.1339, 11.9358], [13.1106, 7.6599, 17.9181], [7.9389, 11.2987, 13.2857], [12.3781, 7.8434, 9.1922], [11.6376, 8.7404, 19.3648], [6.7102, 11.2261, 15.8511], [13.0509, 11.9359, 20.7862], [11.4174, 7.9326, 12.6935], [16.2398, 11.0187, 19.4779], [14.7209, 8.5579, 14.9259], [14.3801, 12.4672, 12.1135], [9.1813, 11.8460, 13.2254], [12.0742, 12.7558, 20.0801], [14.1926, 13.0416, 10.7416], [7.8390, 9.1983, 16.4337], [9.1415, 7.3253, 17.1449], [7.6376, 10.6832, 16.8455], [12.4464, 10.9137, 16.4729], [12.2168, 9.5180, 10.9467], [15.9844, 13.7315, 15.3992], [15.3729, 7.2288, 14.7437], [17.4325, 11.8697, 19.8993], [19.4275, 10.5712, 13.6920], [17.9262, 13.0743, 21.9365], [16.5750, 14.8419, 14.5904], [14.1591, 14.6647, 18.9237], [16.3439, 9.6415, 19.9979], [12.8298, 9.1658, 9.6430], [12.5364, 10.1785, 8.5131], [10.6318, 12.3361, 20.4070], [12.1313, 7.4712, 18.8490], [18.3152, 9.6638, 13.1922], [7.0062, 10.7851, 18.2256], [12.3570, 14.1225, 20.4684], [15.1093, 12.8459, 10.1657], [8.7138, 6.9557, 16.2115], [10.5504, 7.8447, 12.0455], [11.6328, 6.9222, 13.1210], [11.1421, 9.5108, 10.7621], [13.3692, 8.5840, 17.6962], [18.3557, 11.5593, 19.4183], [14.2420, 13.6385, 18.5329], [17.6173, 14.6353, 14.4013], [15.4471, 9.0876, 19.7877], [10.5296, 12.7237, 12.1443], [17.4859, 9.5415, 13.9690], [6.4664, 12.1800, 16.0180], [12.2759, 9.4831, 19.2041], [11.1950, 8.5425, 13.5963], [16.7078, 13.5993, 16.2149], [7.9745, 9.0442, 15.3523], [14.6124, 14.7537, 16.3081], [12.1659, 14.2600, 21.5637], [11.4362, 8.7652, 20.3691], [9.1130, 12.4592, 11.2145], [17.2650, 9.2276, 19.6189], [13.7768, 6.9780, 17.6697], [18.8021, 8.6986, 13.0294], [13.7734, 8.6705, 13.2200], [6.9208, 8.5906, 16.7408], [11.8534, 12.2198, 15.0702], [15.3228, 11.4697, 19.8993], [7.4972, 10.9152, 14.1357], [15.0437, 15.2644, 18.9368], [12.0802, 12.7276, 18.9876], [8.5687, 6.9176, 17.9855], [13.9306, 9.1922, 9.7090], [13.4336, 12.5370, 15.7086], [13.8537, 14.0596, 10.6509], [16.1061, 7.2807, 13.9674], [10.6653, 10.6615, 15.6306], [10.4454, 11.2864, 20.1042], [17.0735, 13.7624, 21.7333], [17.2071, 12.8928, 19.6265], [11.6564, 10.7283, 8.8507], [16.4708, 9.6770, 21.0715], [11.6498, 14.8153, 19.9398], [16.8048, 10.2623, 12.0202], [14.6391, 6.4899, 14.3953], [19.0435, 11.4767, 14.1788], [8.6245, 11.1431, 16.7882], [15.4432, 9.2514, 15.4261], [13.8830, 8.4889, 15.6675], [15.7565, 6.8964, 15.7122], [6.1535, 10.1326, 18.2398], [18.0596, 12.9915, 23.0232], [20.0555, 9.9835, 14.3580], [7.6525, 10.8803, 12.4275], [12.2528, 9.7964, 7.5377], [16.4452, 15.8137, 15.0464], [15.1192, 13.1362, 12.5815], [9.9557, 12.8685, 19.7539], [10.2995, 12.3620, 21.4314], [18.8164, 13.5103, 21.5509], [12.3713, 10.4667, 11.5180], [13.3440, 10.8921, 8.4141], [7.6171, 10.2541, 18.9740], [11.3360, 7.9063, 9.0456], [15.9849, 12.7361, 14.8831], [12.5150, 7.1224, 9.8871], [10.1921, 7.0657, 17.1205], [20.0025, 10.9792, 12.8110], [13.4247, 12.4322, 10.1938], [16.6640, 10.6328, 17.5355], [16.0597, 14.9844, 13.6128], [13.4222, 15.1856, 18.3453], [10.8163, 9.6479, 16.8248], [13.2452, 11.0654, 20.3000], [13.9534, 12.4154, 20.8532], [14.6858, 10.6812, 12.7795], [5.8059, 10.7293, 16.0227], [6.7640, 11.8350, 18.4057], [15.1578, 11.4268, 17.6959], [13.5167, 12.4426, 12.7675]],
  "lowdin_charge": [-0.038, -0.083, -0.045, -0.088, 0.004, -0.085, -0.250, -0.206, -0.102, -0.198, -0.238, 0.195, 0.216, 0.062, 0.137, 0.176, 0.161, 0.039, 0.144, 0.014, 0.077, -0.072, -0.464, -0.332, -0.316, -0.570, -0.479, -0.078, -0.202, -0.098, -0.412, -0.632, -0.185, -0.318, -0.077, -0.193, -0.098, -0.080, -0.090, -0.075, -0.047, -0.437, -0.050, -0.050, -0.600, -0.337, -0.054, -0.233, 0.092, 0.086, 0.076, 0.099, 0.104, 0.020, 0.124, 0.078, 0.077, 0.067, 0.090, 0.117, 0.080, 0.018, 0.081, 0.104, 0.117, 0.054, 0.147, 0.102, 0.087, 0.084, 0.092, 0.101, 0.054, 0.145, 0.077, 0.109, 0.055, 0.084, 0.124, 0.105, 0.145, 0.061, 0.068, 0.065, 0.058, 0.064, 0.090, 0.102, 0.065, 0.081, 0.140, 0.043, 0.081, 0.057, 0.129, 0.115, 0.092, 0.081, 0.066, 0.085, 0.066, 0.089, 0.075, 0.073, 0.091, 0.068, 0.074, 0.064, 0.125, 0.063, 0.089, 0.097, 0.124, 0.063, 0.076, 0.092, 0.061, 0.080, 0.076, 0.075, 0.034, 0.050, 0.062, 0.047, 0.110, 0.085, 0.030, 0.102]
}

{
  "formula": "C3H5FO",
  "method": "ωB97M-V with the def2-TZVPD basis set",
  "homo_energy_ha": -0.3326,
  "orbital_gap_ev": 10.059,
  "e_tot_ha": -292.31855,
  "elements": ["F", "O", "C", "C", "C", "H", "H", "H", "H", "H"],
  "coordinates": [[0.1772, -0.3198, -1.9651], [-0.5926, 2.5831, 0.0516], [-0.4242, 2.0330, -0.9709], [-0.0695, -0.4614, 0.4648], [-0.5586, -0.0059, -0.8535], [-0.2649, -1.5148, 0.8037], [1.1063, -0.4407, 0.6400], [-0.1907, 2.5386, -1.9444], [-1.5653, -0.4533, -1.0483], [-0.5155, 0.2878, 1.2646]],
  "lowdin_charge": [-0.066, 0.033, -0.094, -0.120, -0.289, 0.077, 0.116, 0.109, 0.123, 0.111]
}